Density functional theory data (ωB97M-V/def2-TZVPD) for a 5-piece molecular cluster, C6H22O5 overall at a distorted geometry.

Structure (ORCA input):
```
! wB97M-V def2-TZVPD RIJCOSX def2/J DEFGRID3
* xyz 0 1
C -1.934 -0.385 -0.643
O -1.989 0.255 0.654
C -0.986 0.240 -1.638
C 0.414 0.757 -1.175
C 1.136 1.094 -2.496
C 1.188 -0.284 -0.380
C 2.249 0.348 0.535
H -2.946 -0.509 -1.037
H -1.600 -1.379 -0.349
H -2.671 0.937 0.704
H -0.760 -0.459 -2.419
H -1.451 1.107 -2.121
H 0.249 1.650 -0.593
H 0.969 0.365 -3.271
H 2.191 1.152 -2.298
H 0.721 2.049 -2.833
H 1.723 -0.921 -1.065
H 0.495 -0.834 0.265
H 1.869 0.996 1.288
H 2.956 0.834 -0.125
H 2.820 -0.407 1.077
H -2.328 -1.499 1.727
H -2.141 -2.712 2.841
O -2.356 -1.794 2.654
H 1.666 -2.736 -1.688
H 0.420 -3.395 -1.080
O 0.829 -3.149 -1.908
H 0.031 -0.216 4.183
H -0.954 -0.383 2.972
O -0.482 0.251 3.514
H -0.200 3.680 1.329
H 0.329 2.297 1.987
O 0.545 3.052 1.390
*
```

## Properties
SMILES string = CC[C@@H](C)CCO.O.O.O.O
E_HOMO = -10.53 eV
frontier orbital gap = 0.399 Ha
energy above the lowest of the compared OMol25 structures with the same formula, charge and spin = 0.679 eV

Atom charges from the Löwdin analysis, given in e for atoms 1 to 4: -0.229 -0.091 -0.156 -0.361